No. 1
ORCA calculation (the ωB97M-V functional and the def2-TZVPD basis) on a single C2H4IOP3 molecule.

ORCA input file:
```
! wB97M-V def2-TZVPD RIJCOSX def2/J DEFGRID3
* xyz 0 1
C 0.80501 -1.47719 0.00182
C 0.13405 -0.22859 -0.42179
P -0.09580 1.44268 0.53215
O 1.00187 2.51526 -0.02203
P -2.07558 2.22295 0.11453
P -1.58499 0.19319 -0.81968
I -3.01903 -1.63669 0.05783
H 0.28955 -1.99467 0.68911
H 1.76272 -1.35582 0.45429
H 0.83303 -2.06095 -0.81969
H 1.94917 2.37984 0.23345
*
```

Calculated values
- structure (SMILES) = CC1=[P@]2(O)P=[P@@]12I
- lowest unoccupied orbital energy (alpha / beta) (eV) = -1.6 / -1.6
- E (eV) = -40150.96651
- relative energy (zero: lowest compared OMol25 entry of this formula, charge and spin) (kJ/mol) = 180.8
- gap between HOMO and LUMO (alpha / beta) (eV) = 6.368 / 6.369

---

No. 2
ORCA calculation (the ωB97M-V functional and the def2-TZVPD basis) on C2H4LaLiO as an isolated structure.

ORCA input file:
```
! wB97M-V def2-TZVPD RIJCOSX def2/J DEFGRID3
* xyz 1 2
O 0.71303 0.39949 0.87152
Li 2.74571 -0.36096 0.77937
C -0.12682 -0.58344 0.49172
C -0.82649 -0.46172 -0.78521
H -0.66209 -1.01378 1.35165
H -0.11175 -0.51956 -1.62174
H -1.55535 -1.26581 -0.94685
La 0.92693 2.97474 0.72956
H -1.10316 0.83104 -0.87002
*
```

Calculated values
- expectation value of S² = 0.871
- lowest unoccupied orbital energy (alpha / beta) (eV) = -4.4 / -4.9
- E (eV) = -5239.01407
- relative energy (zero: lowest compared OMol25 entry of this formula, charge and spin) (kJ/mol) = 68.6
- gap between HOMO and LUMO (alpha / beta) (eV) = 4.709 / 3.796

---

No. 3
ORCA calculation (the ωB97M-V functional and the def2-TZVPD basis) on C2H4LiO2Pb as an isolated structure.

ORCA input file:
```
! wB97M-V def2-TZVPD RIJCOSX def2/J DEFGRID3
* xyz 2 2
O -1.66005 1.40073 -0.23378
C -0.25583 -0.79575 0.17680
C 1.20995 -0.70693 0.32588
O 0.67371 0.50585 -0.22739
Pb -0.01826 2.22143 0.70407
Li -1.95614 1.64096 -2.11505
H -0.59869 -1.46873 -0.61248
H -0.81825 -1.01691 1.08704
H 1.81347 -1.19845 -0.43995
H 1.61009 -0.58220 1.33486
*
```

Calculated values
- expectation value of S² = 0.756
- lowest unoccupied orbital energy (alpha / beta) (eV) = -9.7 / -11.5
- E (eV) = -11665.41096
- relative energy (zero: lowest compared OMol25 entry of this formula, charge and spin) (kJ/mol) = 0.0
- gap between HOMO and LUMO (alpha / beta) (eV) = 10.717 / 8.604

---

No. 4
ORCA calculation (the ωB97M-V functional and the def2-TZVPD basis) on a 2-piece molecular cluster, C2H4N2 overall.

ORCA input file:
```
! wB97M-V def2-TZVPD RIJCOSX def2/J DEFGRID3
* xyz 0 1
C 2.08805 0.10043 0.00812
C -1.34840 -0.00365 -0.12519
N 3.27450 0.11308 -0.10131
N 0.89169 -0.10610 -0.08594
H 3.82056 -0.69631 -0.11881
H -1.38223 -0.05782 -1.23044
H -1.43104 0.85439 0.61322
H -1.43322 -1.03048 0.39999
*
```

Calculated values
- lowest unoccupied orbital energy (eV) = -1.6
- E (eV) = -5114.15817
- relative energy (zero: lowest compared OMol25 entry of this formula, charge and spin) (kJ/mol) = 463.3
- gap between HOMO and LUMO (eV) = 6.457

---

no.,strongest force on any atom (eV/A)
1,5.35
2,2.78
3,4.42
4,5.98